102
Properties=species:S:1:pos:R:3 method="wB97M-V/def2-TZVPD" gap_ev="7.149 / 4.182" multiplicity=2 lumo_energy_ev="-2.9 / -5.8" energy_ha=-7542.7067 e_above_lowest_ev=0.8774 charge=+1
Sc -0.222 -0.266 0.289
O 1.877 -1.071 -0.200
C 2.658 -1.403 1.012
C 1.631 -1.411 2.166
O 1.763 -2.107 3.129
O 0.598 -0.579 1.974
C 3.292 -2.773 0.852
C 3.053 -3.568 -0.260
C 3.635 -4.831 -0.359
C 4.449 -5.303 0.656
C 4.699 -4.501 1.767
C 4.132 -3.243 1.861
C 3.675 -0.276 1.204
C 4.878 -0.329 0.501
C 5.777 0.728 0.565
C 5.490 1.842 1.343
C 4.300 1.896 2.057
C 3.393 0.846 1.984
H 2.514 -0.911 -0.908
H 2.399 -3.230 -1.053
H 3.440 -5.443 -1.231
H 4.888 -6.291 0.589
H 5.334 -4.863 2.565
H 4.342 -2.620 2.722
H 5.123 -1.205 -0.088
H 6.709 0.673 0.017
H 6.199 2.658 1.406
H 4.077 2.755 2.678
H 2.476 0.907 2.555
C -3.677 -2.138 -0.074
Ge -2.810 -0.425 -0.502
C -3.726 0.758 0.797
C -4.934 1.408 0.525
C -5.599 2.133 1.509
C -5.079 2.209 2.796
C -3.893 1.556 3.100
C -3.233 0.844 2.103
C -3.424 0.018 -2.312
C -4.174 -0.906 -2.994
C -4.603 -0.685 -4.329
C -4.264 0.463 -4.975
C -3.488 1.454 -4.318
C -3.131 2.659 -4.977
C -2.400 3.618 -4.344
C -1.989 3.418 -3.005
C -2.320 2.265 -2.349
C -3.071 1.236 -2.981
H -4.760 -2.023 -0.139
H -3.428 -2.411 0.954
H -3.366 -2.954 -0.731
H -5.356 1.356 -0.476
H -6.533 2.633 1.274
H -5.603 2.767 3.564
H -3.492 1.592 4.107
H -2.323 0.321 2.387
H -4.455 -1.836 -2.511
H -5.205 -1.435 -4.830
H -4.588 0.641 -5.995
H -3.459 2.807 -6.001
H -2.141 4.536 -4.858
H -1.423 4.191 -2.497
H -2.029 2.132 -1.315
C -0.387 7.660 -0.755
C -0.022 6.207 -0.738
C -0.602 5.337 0.190
C -0.273 4.000 0.235
C -0.921 3.123 1.259
C 0.672 3.511 -0.720
Se 1.133 1.751 -0.788
C 1.306 4.388 -1.660
C 2.343 3.920 -2.648
C 0.931 5.710 -1.642
H -1.233 7.872 -0.104
H -0.633 7.983 -1.768
H 0.461 8.264 -0.423
H -1.328 5.723 0.896
H -1.463 3.714 1.995
H -0.188 2.519 1.792
H -1.651 2.459 0.800
H 1.978 3.093 -3.258
H 3.241 3.573 -2.134
H 2.623 4.736 -3.312
H 1.383 6.391 -2.355
O 2.948 -5.523 4.366
C 1.554 -5.733 4.249
N 0.993 -5.021 3.113
C 0.403 -5.661 2.072
O 0.205 -6.859 2.013
C 0.019 -4.777 0.914
C -0.057 -5.327 -0.354
C -0.332 -4.502 -1.433
C -0.504 -3.151 -1.207
N -0.467 -2.623 0.020
C -0.246 -3.431 1.058
H 3.113 -4.600 4.581
H 1.038 -5.438 5.160
H 1.397 -6.788 4.070
H 1.251 -4.051 3.013
H 0.112 -6.391 -0.471
H -0.404 -4.894 -2.438
H -0.712 -2.470 -2.024
H -0.282 -2.972 2.039

115
Properties=species:S:1:pos:R:3 method="wB97M-V/def2-TZVPD" gap_ev=7.238 lumo_energy_ev=-0.7 energy_ha=-10785.1313 charge=0
N 12.686 -9.995 7.766
C 13.753 -9.349 7.196
C 14.234 -10.243 6.290
C 13.289 -11.299 6.129
C 12.337 -11.103 7.044
H 12.033 -9.657 8.458
H 14.264 -8.515 7.655
H 15.116 -10.097 5.683
H 13.307 -12.001 5.309
H 11.372 -11.585 7.099
N 29.659 -0.472 1.030
C 29.165 0.210 2.191
C 29.012 -0.728 3.168
C 29.434 -1.982 2.631
C 29.876 -1.794 1.239
H 30.007 -0.068 0.172
H 29.186 1.290 2.205
H 28.728 -0.437 4.168
H 29.264 -2.946 3.088
H 30.201 -2.555 0.546
N 28.469 8.186 3.601
C 29.423 9.060 4.077
C 29.713 8.696 5.417
C 28.789 7.656 5.766
C 28.123 7.331 4.587
H 28.188 8.089 2.635
H 29.864 9.858 3.498
H 30.415 9.085 6.140
H 28.610 7.174 6.716
H 27.432 6.568 4.260
N 31.020 -4.579 10.781
C 31.824 -5.201 11.598
C 31.303 -5.440 12.863
C 29.988 -4.960 12.759
C 29.884 -4.353 11.522
H 31.239 -4.224 9.861
H 32.857 -5.331 11.311
H 31.798 -5.781 13.760
H 29.243 -4.989 13.541
H 29.051 -3.832 11.075
C 12.133 -4.583 13.263
Br 13.921 -5.300 13.146
Br 10.623 -5.841 12.869
Br 11.950 -2.935 12.162
H 12.032 -4.198 14.278
C 19.073 8.616 4.458
C 18.852 10.046 4.389
C 18.987 10.652 3.123
C 19.227 9.918 1.969
C 19.403 8.502 2.109
C 19.377 7.889 3.366
N 19.553 10.564 0.706
O 19.505 9.883 -0.327
O 19.867 11.761 0.735
H 19.035 8.072 5.390
H 18.720 10.512 5.354
H 18.870 11.721 3.023
H 19.689 7.977 1.209
H 19.559 6.854 3.616
C 17.695 6.091 16.221
C 16.927 6.608 15.218
C 15.543 6.531 15.392
C 14.978 5.767 16.428
C 15.730 5.221 17.422
C 17.139 5.473 17.383
N 13.560 5.530 16.525
O 13.150 4.478 17.130
O 12.863 6.417 16.046
H 18.773 6.023 16.215
H 17.362 7.141 14.386
H 14.824 7.035 14.763
H 15.232 4.743 18.252
H 17.729 4.936 18.111
C 19.107 -0.559 9.406
C 20.269 -0.948 8.808
C 21.336 -0.100 9.087
C 21.203 1.104 9.682
C 19.993 1.519 10.180
C 18.902 0.665 10.075
N 22.364 1.997 9.722
O 22.092 3.165 9.955
O 23.437 1.522 9.462
H 18.341 -1.301 9.229
H 20.341 -1.889 8.283
H 22.264 -0.217 8.546
H 19.868 2.412 10.774
H 17.974 1.021 10.496
C 29.784 8.085 14.881
C 28.485 7.681 15.187
C 28.163 7.406 16.454
C 29.168 7.647 17.468
C 30.425 8.219 17.154
C 30.754 8.437 15.782
N 28.889 7.350 18.862
O 29.677 7.666 19.701
O 27.831 6.788 19.049
H 29.958 8.238 13.826
H 27.742 7.438 14.442
H 27.155 7.047 16.598
H 31.160 8.329 17.938
H 31.759 8.714 15.500
C 20.051 -9.609 0.390
C 20.542 -8.323 0.110
C 21.353 -7.755 1.053
C 21.458 -8.252 2.347
C 20.908 -9.459 2.646
C 20.344 -10.156 1.629
N 22.320 -7.584 3.368
O 22.760 -8.217 4.375
O 22.512 -6.364 3.296
H 19.581 -10.238 -0.352
H 20.251 -7.844 -0.813
H 21.980 -6.904 0.826
H 21.002 -9.922 3.617
H 19.952 -11.147 1.801

107
Properties=species:S:1:pos:R:3 method="wB97M-V/def2-TZVPD" gap_ev=9.379 lumo_energy_ev=0.0 energy_ha=-13018.8093 e_above_lowest_ev=0.0000 charge=0
C 7.006 2.074 -26.447
N 7.551 2.937 -27.537
O 7.849 2.410 -28.584
O 7.647 4.127 -27.298
H 6.209 2.635 -25.969
H 7.821 1.816 -25.779
H 6.611 1.170 -26.898
Br 0.512 2.081 -19.666
C -0.761 3.033 -20.785
C -0.603 2.575 -22.209
Br -1.352 3.867 -23.436
H -0.504 4.082 -20.672
H -1.762 2.890 -20.392
H -1.104 1.624 -22.382
H 0.436 2.432 -22.483
Br 6.109 8.632 -27.490
C 5.673 6.776 -27.026
C 4.986 6.250 -28.252
Br 4.217 4.480 -28.040
H 5.060 6.818 -26.135
H 6.634 6.305 -26.871
H 5.674 6.194 -29.088
H 4.162 6.902 -28.532
F 2.900 -3.458 -28.639
C 3.330 -2.183 -28.696
C 4.607 -1.939 -29.156
C 5.078 -0.634 -29.214
C 4.219 0.409 -28.911
C 2.950 0.153 -28.412
C 2.500 -1.163 -28.287
H 5.214 -2.779 -29.473
H 6.120 -0.481 -29.463
H 4.530 1.439 -29.048
H 2.293 0.941 -28.069
H 1.536 -1.374 -27.840
F 1.003 8.658 -28.517
C 0.556 7.391 -28.397
C 1.042 6.610 -27.369
C 0.631 5.294 -27.324
C -0.313 4.795 -28.213
C -0.874 5.643 -29.162
C -0.399 6.940 -29.283
H 1.694 7.054 -26.629
H 0.990 4.628 -26.548
H -0.687 3.787 -28.087
H -1.717 5.321 -29.758
H -0.860 7.622 -29.986
F -3.172 -4.004 -23.551
C -2.671 -3.171 -24.486
C -2.869 -3.463 -25.817
C -2.357 -2.592 -26.768
C -1.592 -1.508 -26.378
C -1.405 -1.237 -25.031
C -1.987 -2.054 -24.079
H -3.486 -4.286 -26.153
H -2.582 -2.775 -27.810
H -1.228 -0.811 -27.125
H -0.825 -0.381 -24.717
H -1.924 -1.831 -23.021
F 1.020 0.985 -25.599
C 1.992 1.449 -24.781
C 2.123 0.889 -23.538
C 3.145 1.345 -22.723
C 3.957 2.385 -23.150
C 3.783 2.964 -24.403
C 2.740 2.524 -25.202
H 1.517 0.029 -23.275
H 3.390 0.823 -21.807
H 4.774 2.686 -22.510
H 4.431 3.794 -24.661
H 2.645 2.862 -26.224
F 3.914 1.997 -19.583
C 4.330 2.280 -18.323
C 5.630 1.966 -17.988
C 6.052 2.174 -16.691
C 5.167 2.701 -15.749
C 3.876 3.048 -16.144
C 3.417 2.825 -17.432
H 6.271 1.513 -18.733
H 7.056 1.904 -16.391
H 5.485 2.871 -14.730
H 3.173 3.377 -15.385
H 2.396 3.029 -17.717
F 6.060 9.042 -21.740
C 6.559 7.988 -22.406
C 7.301 8.211 -23.552
C 7.857 7.135 -24.216
C 7.615 5.840 -23.774
C 6.813 5.640 -22.662
C 6.267 6.712 -21.981
H 7.502 9.239 -23.830
H 8.535 7.340 -25.036
H 8.028 5.009 -24.334
H 6.594 4.638 -22.332
H 5.631 6.571 -21.115
F 2.549 -5.787 -19.272
C 2.760 -4.735 -20.092
C 2.776 -3.463 -19.556
C 2.990 -2.381 -20.395
C 3.145 -2.602 -21.757
C 3.189 -3.885 -22.267
C 2.983 -4.969 -21.430
H 2.622 -3.366 -18.487
H 3.034 -1.362 -20.035
H 3.232 -1.751 -22.424
H 3.312 -4.046 -23.329
H 2.991 -5.977 -21.824

100
Properties=species:S:1:pos:R:3 method="wB97M-V/def2-TZVPD" gap_ev=4.831 lumo_energy_ev=-8.0 energy_ha=-3245.1615 e_above_lowest_ev=0.0886 charge=+2
Pd 0.708 -0.936 0.000
C -0.281 -0.483 7.298
C -0.479 -0.637 5.818
C -1.312 -1.640 5.320
C -1.488 -1.819 3.960
C -0.823 -0.965 3.089
C 0.017 0.038 3.550
C 0.180 0.197 4.915
S -1.052 -1.219 1.359
O -1.704 -2.517 1.175
C -2.185 0.049 0.851
C -3.325 0.297 1.644
C -4.294 1.120 1.159
C -4.189 1.682 -0.138
C -5.224 2.498 -0.657
C -5.143 3.009 -1.918
C -4.024 2.720 -2.728
C -3.004 1.948 -2.251
C -3.049 1.413 -0.937
C -2.011 0.592 -0.395
C -0.756 0.426 -1.212
C -0.009 1.671 -1.498
C -0.169 2.812 -0.733
C 0.476 3.991 -1.092
C 1.301 4.086 -2.221
C 1.475 2.977 -3.001
C 0.831 1.752 -2.658
C 0.990 0.654 -3.467
C 0.477 -0.671 -3.137
C -0.512 -0.675 -1.998
S -1.583 -2.169 -1.917
O -0.605 -3.272 -2.105
C -2.411 -1.922 -3.473
C -1.941 -2.560 -4.612
C -2.618 -2.378 -5.808
C -3.758 -1.580 -5.876
C -4.510 -1.422 -7.166
C -4.220 -0.970 -4.709
C -3.563 -1.146 -3.503
H -1.229 -0.567 7.829
H 0.170 0.477 7.543
H 0.374 -1.270 7.675
H -1.826 -2.296 6.011
H -2.111 -2.614 3.572
H 0.534 0.690 2.860
H 0.833 0.977 5.286
H -3.411 -0.159 2.621
H -5.169 1.344 1.756
H -6.087 2.700 -0.036
H -5.941 3.627 -2.308
H -3.981 3.104 -3.738
H -2.175 1.713 -2.908
H -0.817 2.797 0.133
H 0.328 4.872 -0.481
H 1.780 5.022 -2.468
H 2.100 3.005 -3.885
H 1.595 0.738 -4.364
H -0.012 -1.115 -4.016
H -1.083 -3.219 -4.546
H -2.266 -2.880 -6.700
H -3.886 -1.664 -8.024
H -4.885 -0.405 -7.284
H -5.372 -2.091 -7.183
H -5.121 -0.370 -4.743
H -3.954 -0.701 -2.596
I 2.991 -1.777 -4.606
C 1.737 -1.579 -2.899
H 2.345 -1.193 -2.083
H 1.362 -2.571 -2.672
C 5.887 0.920 3.959
C 4.666 1.066 3.093
C 4.031 2.289 2.943
C 2.900 2.430 2.134
C 2.209 3.763 2.053
C 2.438 1.326 1.450
C 3.022 0.053 1.608
C 4.142 -0.047 2.444
N 2.463 -1.003 0.890
C 2.925 -2.409 1.139
C 2.747 -2.831 2.605
C 2.068 -3.369 0.304
C 4.360 -2.566 0.603
H 6.224 1.883 4.334
H 6.707 0.467 3.403
H 5.679 0.278 4.817
H 4.417 3.155 3.467
H 2.870 4.525 1.637
H 1.912 4.101 3.046
H 1.312 3.704 1.440
H 1.569 1.415 0.805
H 4.649 -0.983 2.591
H 1.682 -2.879 2.844
H 3.218 -2.174 3.327
H 3.161 -3.831 2.735
H 0.989 -3.249 0.465
H 2.290 -4.394 0.605
H 2.290 -3.297 -0.761
H 5.124 -2.069 1.191
H 4.418 -2.187 -0.418
H 4.598 -3.629 0.578